1.
Computed, not measured: a cluster of 2 separate species, C9H9BrO3 in total in a non-equilibrium geometry, with the ωB97M-V functional and the def2-TZVPD basis.

Structure (XYZ):
```
22
Properties=species:S:1:pos:R:3:forces:R:3
Br -1.8331 2.5643 -0.5747 0.1 0.0 0.7
O -1.0438 -1.3653 -0.4309 2.5 -0.1 -0.8
O -1.2388 1.5609 2.0203 0.1 0.3 -0.8
O -3.1646 -0.8808 0.1559 1.5 0.4 -0.3
C 0.4423 1.1002 0.4124 0.4 0.2 0.3
C 1.3418 1.1631 1.4726 1.4 -0.6 -0.9
C -1.1020 -2.6777 -1.0269 -4.1 0.4 -0.1
C -0.9575 1.3628 0.7220 -1.1 -2.8 -1.9
C 2.9868 0.5147 -0.0387 4.3 -0.6 -0.1
C 2.2012 0.5106 -1.1519 -3.1 0.3 0.5
C -1.9864 -0.6354 0.0165 -1.7 2.1 1.8
C 2.6931 0.8026 1.2775 -2.4 0.9 -0.7
C 0.8580 0.7874 -0.8722 -1.2 -1.0 -1.8
H -0.8596 -3.3635 -0.2446 0.0 -0.6 0.4
H 3.4756 0.8875 2.0206 -0.2 -0.2 0.0
H -2.1601 1.7866 1.9708 -1.1 0.2 0.8
H 0.0505 0.5987 -1.6686 1.4 0.7 1.2
H -0.3796 -2.7490 -1.8174 0.1 0.3 -0.4
H 0.9557 1.5342 2.3645 -0.3 0.3 1.6
H 2.4152 0.2561 -2.1793 0.8 0.0 0.2
H -2.2495 -2.7954 -1.3768 2.8 -0.2 0.6
H 4.0549 0.3160 -0.2023 -0.3 -0.1 -0.1
```
Positions in Å, forces in eV/Å.

Output
M ... 245.072 g/mol
Spin multiplicity ... 1
Kohn-Sham gap (alpha / beta) ... 0.2949 / 0.2948 Eh
Energy above the lowest of the compared OMol25 structures with the same formula, charge and spin ... 101.69 kJ/mol
Charge ... 0
Strongest force on any atom ... 4.32 eV Å⁻¹


2.
Computed, not measured: a cluster of 2 separate species, C5H10N2O2 in total in a non-equilibrium geometry, with the ωB97M-V functional and the def2-TZVPD basis.

Structure (XYZ):
```
19
Properties=species:S:1:pos:R:3:forces:R:3
O 3.4460 -1.1130 -0.3312 -1.5 -1.8 -1.7
O 0.7038 0.1995 -0.7071 0.3 -0.7 -0.8
N -2.5342 -0.5726 0.1496 3.5 -0.7 -0.5
N -1.5852 0.2862 -0.2487 3.0 -2.2 -0.9
C -0.4480 -0.4395 -0.4916 -1.2 -1.7 1.5
C -2.0288 -1.8894 0.1565 -1.4 1.0 0.5
C -1.6991 1.6127 -0.3182 -1.3 1.9 -0.4
C 1.0744 0.9917 0.3945 0.2 0.4 -0.3
C -0.6937 -1.8347 -0.1087 -0.8 1.3 -0.8
H -0.0431 -2.6951 -0.1483 0.1 0.3 -0.1
H -0.9411 2.0946 -0.9390 -0.4 -0.2 0.3
H 2.5211 -0.7011 -0.2751 1.9 -1.3 -0.7
H 3.4166 -1.9415 -0.9874 -0.3 3.0 2.2
H -3.3141 -0.0332 0.1263 -3.9 0.2 0.4
H -2.7421 1.9651 -0.4299 0.7 -0.1 0.1
H -2.8024 -2.6160 0.3558 0.6 -0.4 0.1
H 1.5097 1.8342 -0.0266 1.3 1.6 -0.7
H 1.7462 0.5563 1.0873 0.6 -1.0 0.6
H 0.2263 1.3773 0.8587 -1.5 0.4 1.2
```
Positions in Å, forces in eV/Å.

Output
M ... 130.147 g/mol
Spin multiplicity ... 1
Kohn-Sham gap ... 0.2686 Eh
Energy above the lowest of the compared OMol25 structures with the same formula, charge and spin ... 581.58 kJ/mol
Charge ... 0
Strongest force on any atom ... 3.92 eV Å⁻¹


3.
Computed, not measured: the molecule C4H6N2 in a non-equilibrium geometry, with the ωB97M-V functional and the def2-TZVPD basis.

Structure (XYZ):
```
12
Properties=species:S:1:pos:R:3:forces:R:3
N 1.9937 1.0555 -0.8692 -0.4 -0.1 0.4
N -0.4231 -1.3310 0.1420 -0.1 -0.7 -0.2
C -0.2840 0.7939 0.3757 0.5 -1.1 0.6
C -1.1796 -0.1839 -0.3969 0.0 -0.2 -0.1
C 0.6008 -0.5183 0.7327 -0.2 -0.5 0.7
C 1.3295 0.3283 -0.1121 -2.3 1.5 0.2
H -1.1270 -0.0796 -1.4908 0.0 0.0 0.1
H 0.9951 -0.6942 1.7262 0.0 -0.3 0.1
H -2.2420 -0.2275 -0.1201 0.3 0.1 0.0
H -0.7332 1.1772 1.2987 0.7 0.5 -0.4
H -0.1212 -2.0352 -0.5137 0.1 -0.2 -0.1
H 1.1909 1.7148 -0.7725 1.5 1.1 -1.4
```
Positions in Å, forces in eV/Å.

Output
M ... 82.106 g/mol
Spin multiplicity ... 1
Kohn-Sham gap ... 0.3349 Eh
SMILES ... [H]/N=C1\[C@H]2CN[C@@H]12
Energy above the lowest of the compared OMol25 structures with the same formula, charge and spin ... 526.77 kJ/mol
Charge ... 0
Strongest force on any atom ... 2.73 eV Å⁻¹


4.
Computed, not measured: a cluster of 2 separate species, C6H14O3S in total in a non-equilibrium geometry, with the ωB97M-V functional and the def2-TZVPD basis.

Structure (XYZ):
```
24
Properties=species:S:1:pos:R:3:forces:R:3
S -1.4415 -0.0152 1.3559 -0.2 -1.2 0.1
O 0.8641 1.0534 0.5877 -0.8 0.0 -0.3
O 3.0016 0.4676 0.6546 -1.5 3.3 1.1
O 5.3572 -0.3526 -0.6899 0.8 1.3 -4.0
C -2.3460 -1.3160 0.3969 1.6 -1.4 0.3
C 1.5213 -1.2839 0.1775 -4.0 1.9 -0.1
C -3.3835 -0.6954 -0.5289 -1.4 -1.3 1.1
C -0.4509 0.7996 0.1103 -0.7 -1.9 -1.0
C 1.6921 0.0213 0.5319 2.6 -2.7 -1.5
C -1.0142 2.0866 -0.2512 2.1 2.6 1.8
H 4.6459 0.2796 -0.6920 -0.4 -0.3 0.9
H 5.4936 -0.8349 0.0654 -0.3 -1.2 3.0
H -3.7926 0.0129 0.1960 -1.0 0.0 -0.6
H -1.0429 2.7732 0.6336 0.9 -0.4 -0.5
H 2.8765 1.4953 0.8056 0.7 -2.9 -0.3
H 2.2283 -2.0412 0.1435 1.7 -0.6 0.0
H -2.8131 -1.7782 1.2870 -0.5 0.2 -0.6
H -3.2042 -0.1434 -1.4233 1.3 0.3 -0.5
H -4.1088 -1.4850 -0.8814 0.4 0.8 0.8
H 0.4874 -1.6594 -0.1376 1.6 0.8 0.9
H -0.4169 2.4793 -1.0364 0.7 0.9 -0.6
H -0.4429 0.1320 -0.8101 0.4 0.6 1.1
H -1.9753 2.2412 -0.5163 -3.4 -0.9 -1.3
H -1.7351 -2.2366 0.0214 -0.5 2.1 0.2
```
Positions in Å, forces in eV/Å.

Output
M ... 166.242 g/mol
Spin multiplicity ... 1
Kohn-Sham gap ... 0.3388 Eh
SMILES ... C=C(O)O[C@H](C)SCC.O
Energy above the lowest of the compared OMol25 structures with the same formula, charge and spin ... 80.83 kJ/mol
Charge ... 0
Strongest force on any atom ... 4.38 eV Å⁻¹


5.
Computed, not measured: a structure of composition C20H22IrN2O2SSi, with the ωB97M-V functional and the def2-TZVPD basis.

Structure (XYZ):
```
49
Properties=species:S:1:pos:R:3:forces:R:3
Ir 1.2238 0.2033 -0.2488 -0.3 0.0 0.3
S 0.6808 1.1540 1.6890 0.2 0.1 0.1
Si 2.2352 -2.5787 0.8136 0.2 0.1 -0.1
O -1.0002 -0.1820 -0.9986 0.1 0.0 -0.1
O 1.7764 2.1419 -0.7959 -0.3 -0.1 -0.1
N 0.8954 -1.7464 0.0595 0.1 0.1 -0.1
N 1.4211 3.1040 0.0650 0.2 0.0 0.1
C -3.1834 1.4559 -3.4286 0.0 0.0 0.0
C -2.3412 0.5128 -2.8592 0.0 0.0 0.0
C 1.9488 -2.8915 2.6397 -0.1 0.0 0.0
C -2.7567 -1.8010 -0.5434 0.0 0.0 0.0
C 1.3588 5.4286 0.4803 0.0 0.0 0.0
C -0.8031 -3.4737 0.4861 0.0 0.0 0.0
C -0.4092 -2.2135 0.0210 0.0 -0.1 0.0
C 0.9987 2.8035 1.3129 -0.1 0.0 -0.2
C 2.6536 -4.1706 -0.0825 -0.1 -0.1 0.0
C -1.8946 0.7115 -1.5641 0.0 0.0 0.0
C 0.9978 5.1624 1.8072 0.0 0.0 0.0
C 3.7375 -1.4611 0.6760 0.1 -0.1 0.1
C -3.1028 2.7636 -1.4128 0.0 0.0 0.0
C 0.8150 3.8666 2.2111 -0.1 0.0 0.0
C -1.4350 -1.4103 -0.5121 0.0 0.0 0.0
C -3.1102 -3.0540 -0.0540 0.0 0.0 0.0
C -3.5638 2.5812 -2.7089 0.0 0.0 0.0
C 1.5632 4.3774 -0.3662 0.0 0.0 0.0
C -2.1264 -3.8872 0.4498 0.0 0.0 0.0
C -2.2641 1.8239 -0.8295 0.0 0.0 0.0
H 0.5165 3.6230 3.2211 0.0 0.0 0.0
H 2.8401 -3.9644 -1.1384 0.0 0.0 0.0
H -2.0273 -0.3693 -3.4019 0.0 0.0 0.0
H -1.8898 1.9344 0.1806 0.0 0.0 0.0
H -2.3863 -4.8677 0.8277 0.0 0.0 0.0
H -3.5385 1.3136 -4.4409 0.0 0.0 0.0
H -4.2177 3.3158 -3.1600 0.0 0.0 0.0
H 1.6479 -1.9588 3.1239 0.0 0.0 0.0
H 3.5565 -4.6178 0.3403 0.0 0.0 0.0
H 1.8492 4.4590 -1.4033 0.1 0.0 0.0
H 4.6151 -1.9754 1.0825 0.0 0.0 0.0
H -3.5082 -1.1365 -0.9480 0.0 0.0 0.0
H 1.1730 -3.6327 2.8367 0.0 0.0 0.0
H -0.0513 -4.1388 0.8900 0.0 0.0 0.0
H 1.8580 -4.9155 -0.0262 0.0 0.0 0.0
H 3.6140 -0.5395 1.2496 0.0 0.0 0.0
H 0.8623 5.9740 2.5089 0.0 0.0 0.0
H -4.1458 -3.3650 -0.0700 0.0 0.0 0.0
H 2.8691 -3.2363 3.1168 0.0 0.0 0.0
H -3.3983 3.6393 -0.8495 0.0 0.0 0.0
H 1.4738 6.4364 0.1115 0.0 0.0 0.0
H 3.9722 -1.1981 -0.3580 0.0 0.0 0.0
```
Positions in Å, forces in eV/Å.

Output
M ... 574.778 g/mol
Spin multiplicity ... 2
Kohn-Sham gap (alpha / beta) ... 0.2637 / 0.2642 Eh
Charge ... 0
Strongest force on any atom ... 0.39 eV Å⁻¹


Question: charge of number 3 (C4H6N2)?
Answer: 0